(1)
The following is a quantum chemistry calculation of a cluster of 2 separate species, C5H11O2 in total in a non-equilibrium geometry, from OMol25.

Geometry as XYZ:
```
18
Properties=species:S:1:pos:R:3:forces:R:3
O -0.176 -3.083 0.910 0.3 0.6 0.1
O -0.367 -2.365 -1.198 0.2 0.5 0.1
C 0.153 -2.338 -0.052 -0.8 -1.5 0.0
C 2.177 -1.273 -1.155 -1.8 0.4 1.0
C 1.326 -1.391 0.152 0.8 0.6 -0.4
C -1.536 2.645 0.093 0.8 0.3 -0.2
C -1.729 1.411 0.985 0.2 -0.3 -0.7
H -2.796 1.173 1.037 0.2 0.1 0.6
H 2.385 -2.285 -1.476 0.9 -0.1 0.0
H -2.390 2.914 -0.530 -0.2 -0.1 0.3
H -1.271 0.498 0.587 0.0 0.2 -0.1
H 1.963 -1.686 0.991 -0.1 -0.5 -0.1
H -1.254 3.486 0.728 -0.4 0.3 -0.1
H -0.699 2.591 -0.615 0.0 -0.5 0.2
H -1.236 1.594 1.945 -0.6 -0.2 0.1
H 2.979 -0.568 -0.957 0.6 -0.3 -0.4
H 0.954 -0.415 0.495 -0.1 0.1 -0.4
H 1.518 -0.907 -1.941 0.1 0.3 0.0
```
Forces are in eV/Å.

LUMO level (eV): 3.6
HOMO-LUMO gap (Ha): 0.269
Net charge: -1
Energy above the lowest of the compared OMol25 structures with the same formula, charge and spin (kcal per mole): 12.0
Strongest force on any atom (eV/Å): 2.1

=====

(2)
The following is a quantum chemistry calculation of the ion C5H11O2 with charge -1 in a non-equilibrium geometry, from OMol25.

Geometry as XYZ:
```
18
Properties=species:S:1:pos:R:3:forces:R:3
O -1.016 2.804 -1.711 -0.4 0.2 0.1
O 0.195 -2.242 2.521 0.1 -0.7 0.8
C -0.541 0.594 -0.758 0.2 1.0 0.1
C -0.472 1.619 -1.971 0.1 0.0 0.6
C 0.715 -0.255 -0.602 -0.1 -0.1 0.5
C 1.060 -0.805 0.819 -0.4 0.0 -1.5
C -0.173 -1.348 1.487 0.3 0.5 0.3
H -0.592 -2.681 2.876 0.3 0.3 -0.2
H 1.711 -1.664 0.630 0.3 0.2 0.4
H -0.712 -1.883 0.735 -0.7 -0.4 -0.6
H -1.483 0.055 -0.836 -0.1 -0.4 0.1
H -0.655 1.286 0.088 0.1 -0.2 0.1
H 0.608 1.719 -2.244 0.3 -0.3 -0.1
H 1.577 -0.022 1.352 0.1 0.0 0.6
H -0.804 -0.557 1.885 -0.1 0.2 -0.1
H 0.732 -1.127 -1.265 -0.1 0.2 -0.3
H -0.939 1.053 -2.800 -0.2 -0.2 -0.7
H 1.517 0.423 -0.900 0.3 -0.3 -0.1
```
Forces are in eV/Å.

LUMO level (eV): 3.1
HOMO-LUMO gap (Ha): 0.192
SMILES: [O-]CCCCCO
Net charge: -1
Energy above the lowest of the compared OMol25 structures with the same formula, charge and spin (kcal per mole): 63.4
Strongest force on any atom (eV/Å): 1.5